# 1
{"formula": "C25H55Cl2F3N3O6P", "method": "the ωB97M-V functional and the def2-TZVPD basis", "symbols": ["Cl", "Cl", "P", "F", "F", "F", "O", "O", "O", "O", "O", "O", "N", "N", "N", "C", "C", "C", "C", "C", "C", "C", "C", "C", "C", "C", "C", "C", "C", "C", "C", "C", "C", "C", "C", "C", "C", "C", "C", "C", "H", "H", "H", "H", "H", "H", "H", "H", "H", "H", "H", "H", "H", "H", "H", "H", "H", "H", "H", "H", "H", "H", "H", "H", "H", "H", "H", "H", "H", "H", "H", "H", "H", "H", "H", "H", "H", "H", "H", "H", "H", "H", "H", "H", "H", "H", "H", "H", "H", "H", "H", "H", "H", "H", "H"], "coordinates": [[-5.00801, -0.50420, -2.41662], [-7.49116, 0.60830, -3.81398], [-4.94424, 1.90336, -0.88643], [-7.24051, -0.31451, 2.85759], [-7.29865, 1.59801, 3.90200], [-5.31735, 2.59406, 2.35951], [-3.82583, -6.87223, 4.78955], [3.51214, 1.33551, -1.61276], [10.71319, 1.76238, -5.51691], [6.72443, 1.70050, -3.28548], [-0.77538, 0.28164, -0.43175], [-4.41630, -3.01554, 2.40047], [-4.89725, -4.15675, 5.26359], [9.48714, 2.63440, -2.78923], [1.22633, 2.66406, -0.29242], [-7.86490, 2.32907, -1.80612], [-3.84063, -4.28382, 2.14674], [10.76607, 3.06049, -4.95788], [-6.06570, 0.49075, -1.38819], [9.41627, 1.25660, -5.77020], [2.44915, 2.22321, 0.36394], [-5.68455, -5.37809, 5.16345], [10.71735, 3.07988, -3.43439], [-3.92191, 1.08108, 0.40709], [-7.43278, 0.88978, -2.04032], [-2.54346, -6.68814, 5.35485], [3.62630, 2.30822, -0.58205], [-5.49897, -2.99641, 4.61626], [0.27923, -0.36660, -1.12037], [-4.90067, -6.56813, 5.67048], [-4.68596, 0.38509, 1.54731], [-5.61744, 1.27651, 2.30924], [0.00971, 2.43190, 0.47629], [3.34166, 1.88351, -2.90836], [8.33214, 3.48528, -3.03899], [7.06751, 2.84400, -2.51248], [-5.64995, -3.02598, 3.10046], [-6.67518, 0.87317, 3.00061], [-0.40033, 0.98667, 0.73623], [6.79103, 0.48211, -2.56632], [-0.80994, 2.91416, -0.06334], [7.17747, 2.58191, -1.45622], [6.15195, 0.51336, -1.67923], [-6.27538, -3.86031, 2.76046], [-8.17954, 0.20030, -1.64661], [-0.14396, -1.23699, -1.62168], [3.35960, 1.05700, -3.61617], [0.72192, 0.27543, -1.88654], [9.02164, 0.69423, -4.91904], [-4.60523, -5.05331, 2.01227], [-1.29136, 1.01495, 1.36870], [3.70950, 3.31456, -1.00286], [4.54463, 2.09626, -0.02476], [1.14468, 2.18816, -1.18192], [-5.56012, -7.44016, 5.70148], [-3.16092, -4.59213, 2.94629], [-2.34542, -5.63584, 5.58637], [8.18063, 3.68399, -4.10955], [10.94133, 4.09529, -3.09209], [-5.72263, 2.80160, -0.13660], [-6.59254, -5.26580, 5.76300], [-6.30140, -0.12394, -0.52054], [-6.15875, -2.10625, 2.80884], [1.06261, -0.70166, -0.43566], [-3.98731, -4.32254, 4.85233], [2.63833, 2.86335, 1.23067], [11.73152, 3.47689, -5.25778], [-5.98690, -5.59798, 4.12972], [-1.81454, -7.02870, 4.62160], [-7.29675, 3.01975, -2.43007], [-3.26063, -4.20355, 1.22731], [8.48259, 4.44537, -2.53661], [0.10142, 2.94589, 1.43875], [-6.48476, -2.82278, 5.05967], [-8.93132, 2.42362, -2.01738], [9.27479, 1.69706, -3.10669], [6.24633, 3.56349, -2.59923], [-3.95170, 0.00370, 2.26908], [-5.21575, -0.49487, 1.17660], [4.16099, 2.56430, -3.15207], [6.42595, -0.30266, -3.22666], [11.52449, 2.43914, -3.07117], [2.38675, 2.41126, -3.00635], [-2.42392, -7.28065, 6.26715], [-4.53379, -6.38345, 6.68412], [-4.88249, -2.12904, 4.86899], [-7.73462, 2.59602, -0.75528], [7.81707, 0.24187, -2.26714], [-3.25052, 0.36582, -0.06883], [-3.31082, 1.87030, 0.85025], [9.99621, 3.70022, -5.40635], [2.38477, 1.18439, 0.71838], [8.71437, 2.05507, -6.02583], [0.35910, 0.43174, 1.29988], [9.48980, 0.57304, -6.61604]], "forces_ev_per_angstrom": [[0.0, -0.3, 0.1], [0.0, 0.0, 0.0], [0.9, 0.3, -1.1], [0.0, -0.1, 0.2], [-0.4, 0.2, -0.1], [0.4, -0.2, 0.4], [0.1, 0.1, 0.1], [-0.1, 0.1, -0.1], [-0.1, 0.0, 0.0], [0.1, -0.1, 0.1], [0.1, 0.0, 0.1], [0.0, -0.1, 0.0], [-0.1, -0.1, -0.1], [-0.1, 0.1, -0.1], [0.1, -0.1, 0.1], [-0.2, -0.2, 0.4], [0.1, 0.1, -0.1], [0.2, 0.1, 0.0], [-0.4, 0.6, 0.3], [0.1, -0.1, 0.0], [-0.1, -0.1, -0.1], [0.2, 0.1, -0.1], [0.0, -0.1, 0.1], [-0.7, 0.1, 0.6], [0.2, -0.2, -0.2], [0.0, -0.1, -0.1], [0.1, -0.1, 0.1], [0.2, 0.0, 0.1], [-0.2, 0.0, -0.1], [-0.2, -0.1, 0.0], [0.4, 0.1, 0.0], [-0.4, -0.2, -0.3], [0.0, 0.1, -0.2], [0.1, -0.1, 0.0], [0.1, -0.2, -0.1], [-0.1, 0.2, -0.1], [-0.1, 0.1, -0.1], [0.3, 0.4, -0.3], [-0.1, 0.1, 0.2], [-0.1, 0.0, -0.1], [0.0, 0.0, 0.0], [0.1, 0.0, 0.0], [0.0, 0.0, 0.0], [0.1, -0.1, 0.0], [0.0, 0.1, 0.0], [0.0, 0.0, 0.0], [0.0, 0.0, 0.0], [0.1, 0.0, 0.0], [-0.1, 0.1, 0.0], [0.0, 0.0, 0.0], [0.0, 0.0, 0.0], [-0.1, 0.0, 0.0], [0.0, 0.0, 0.0], [0.0, 0.0, 0.0], [0.0, 0.0, 0.0], [-0.1, -0.1, 0.0], [0.0, 0.0, 0.1], [-0.1, 0.1, 0.0], [0.0, 0.0, 0.0], [-0.3, -0.5, 0.4], [0.0, 0.0, 0.0], [0.0, 0.0, -0.1], [0.1, -0.2, 0.0], [0.0, 0.0, 0.0], [0.0, 0.0, 0.0], [0.0, 0.0, 0.0], [0.0, 0.0, 0.0], [-0.1, -0.1, 0.0], [0.0, 0.0, 0.0], [0.0, 0.0, 0.1], [0.0, 0.0, 0.0], [0.0, 0.0, 0.0], [0.0, 0.0, 0.0], [0.0, 0.0, 0.0], [0.1, 0.1, -0.2], [0.0, 0.0, 0.0], [0.0, 0.0, 0.0], [0.0, -0.1, -0.1], [0.0, 0.0, 0.1], [0.0, 0.0, -0.1], [0.0, 0.0, 0.0], [0.0, 0.0, 0.0], [0.0, 0.1, 0.0], [0.0, 0.0, 0.0], [0.0, 0.1, 0.0], [0.0, 0.0, 0.0], [0.0, 0.0, 0.0], [0.0, 0.0, 0.1], [0.0, 0.1, -0.1], [0.1, 0.0, -0.2], [-0.1, -0.1, 0.0], [0.1, 0.0, 0.1], [0.0, 0.0, 0.0], [0.1, 0.0, -0.1], [0.0, 0.0, 0.0]], "multiplicity": 1, "smiles": "C[C@@H](Cl)[C@@H](Cl)PCCC(F)=C(F)F.COCCNCCOC.COCCNCCOC.COCCNCCOC"}

# 2
{"formula": "C25H55N5O18S3", "method": "the ωB97M-V functional and the def2-TZVPD basis", "symbols": ["S", "S", "S", "O", "O", "O", "O", "O", "O", "O", "O", "O", "O", "O", "O", "O", "O", "O", "O", "O", "O", "N", "N", "N", "N", "N", "C", "C", "C", "C", "C", "C", "C", "C", "C", "C", "C", "C", "C", "C", "C", "C", "C", "C", "C", "C", "C", "C", "C", "C", "C", "H", "H", "H", "H", "H", "H", "H", "H", "H", "H", "H", "H", "H", "H", "H", "H", "H", "H", "H", "H", "H", "H", "H", "H", "H", "H", "H", "H", "H", "H", "H", "H", "H", "H", "H", "H", "H", "H", "H", "H", "H", "H", "H", "H", "H", "H", "H", "H", "H", "H", "H", "H", "H", "H", "H"], "coordinates": [[-2.63953, -3.14476, -2.13443], [2.81741, 4.45602, 4.04607], [4.60179, -0.12068, -0.70776], [4.40576, -1.73717, -0.97858], [0.68002, -0.07064, -2.64878], [-1.40540, -2.24910, -2.79595], [2.02025, 4.94506, 5.21074], [4.74007, 0.18467, -2.33902], [2.19235, 3.35380, 0.17106], [3.37671, 0.50977, -0.16052], [-1.59606, -3.61554, -0.89564], [4.09650, 5.07248, 3.62439], [5.88516, 0.04812, -0.03741], [-4.61829, 0.15848, -0.62476], [-1.64299, -1.27105, 2.74810], [-4.46630, -3.14738, 1.29114], [1.77660, 4.35781, 2.71379], [2.98677, 2.75500, 4.00988], [-0.43351, -0.61513, -0.03312], [-2.98310, -4.30424, -3.00015], [-3.66744, -2.24697, -1.55962], [-3.37059, 2.03194, -0.70126], [-0.75858, -1.85792, 4.67175], [-3.66071, -1.16865, 0.45237], [2.27255, -1.33931, -3.76584], [0.43402, 3.11779, -1.26238], [-2.18247, 1.31874, -1.26307], [-5.62234, -2.25238, -0.58181], [2.34196, 2.11954, 2.92451], [1.57687, -0.27468, 1.09473], [1.70704, 2.97558, -0.90221], [2.02977, -1.54998, -1.42873], [-5.70549, 2.11757, 0.07002], [0.18827, -0.90414, 1.23422], [1.37258, 0.75397, -0.04766], [1.91738, -1.03079, -5.20683], [-0.58125, -1.68656, -1.73947], [0.25101, -2.66289, 4.06961], [-2.77168, -0.46629, 4.69537], [2.59110, 2.18753, -1.87250], [5.09097, -2.13210, -2.18702], [-2.60167, -1.05017, 1.46400], [-1.68339, -1.21716, 3.97212], [-4.57188, -2.18962, 0.51788], [-0.79681, -2.49984, -0.46992], [1.87413, 3.19551, 1.95036], [-0.03568, 0.63991, -0.51311], [1.64266, -0.84583, -2.71549], [-4.51058, 1.36140, -0.46999], [-0.58583, 3.49862, -0.38870], [5.46706, -0.84250, -2.93252], [-1.39766, 1.33505, -0.50682], [-1.78582, 1.82929, -2.14062], [1.12683, -2.21297, 3.60205], [-2.92993, 0.55079, 4.33675], [-0.36927, -0.73223, 2.15492], [-5.89195, 1.53247, 0.97056], [0.94178, 3.14072, 1.38838], [1.56290, 1.77438, 0.28497], [2.07422, 0.69821, -0.87994], [1.46181, 1.64653, 3.36006], [-6.65003, 1.97479, -0.45491], [2.87449, 1.38355, 2.32215], [1.89593, -1.92218, -5.83378], [2.78881, -0.44927, -5.50775], [-2.84228, -0.23434, 2.14564], [-1.23106, 2.63395, -0.23334], [0.15113, -2.88077, -0.08991], [4.29915, -2.50842, -2.83471], [0.31859, -1.97662, 1.37875], [0.71950, -3.16826, 4.91413], [2.14705, 1.22956, -2.14308], [-0.61122, 1.49367, -0.15540], [-6.63680, -2.28053, -0.18408], [-0.10287, 0.82032, -1.58598], [0.99183, -0.45511, -5.21370], [-0.26027, 3.89121, 0.57461], [-0.99392, -2.09518, 5.62486], [-3.39229, 3.03731, -0.60716], [2.94863, -2.02982, -3.47220], [3.02341, -1.19127, -1.16021], [-3.69495, -1.03320, 4.57581], [-1.61586, -0.76799, 1.09433], [5.28113, -1.04164, -3.98792], [-5.70852, -1.30050, -1.10583], [-1.30937, -1.90756, 0.28809], [-1.21960, 4.20277, -0.92777], [1.46087, -1.33344, -0.52454], [1.95779, 0.04741, 2.06388], [3.56845, 1.95113, -1.45180], [-2.41364, 0.40127, -1.80428], [-3.74907, -0.39267, -0.18806], [2.70441, 3.30402, 1.25252], [-2.51404, -1.95544, 2.06475], [5.81533, -2.94584, -2.22187], [-5.50747, 3.16966, 0.27496], [2.24171, -2.61890, -1.45311], [0.47611, -1.49141, -1.91837], [-5.30243, -3.10735, -1.17744], [0.22948, 2.80296, -2.20001], [2.62079, 2.64760, -2.86020], [-2.59036, -0.34222, 5.76300], [-0.23494, -3.41926, 3.45329], [6.50394, -0.71642, -2.62092], [2.27205, -0.99072, 0.65643], [-0.94774, -0.66259, -1.66694]], "forces_ev_per_angstrom": [[1.3, 0.0, 0.9], [-1.2, -0.6, -1.9], [2.5, 1.0, 1.5], [4.1, -0.2, 1.1], [3.9, 1.6, -5.2], [-0.9, -1.5, -0.8], [2.7, -1.6, -3.2], [-1.4, 1.0, 1.5], [-0.4, 4.2, -14.5], [9.9, -2.6, -0.7], [-2.0, -1.2, -1.3], [-3.1, -1.4, 1.5], [-2.1, -0.1, -1.5], [-5.2, 6.7, -5.2], [9.2, -0.1, 13.4], [-0.2, 0.3, 0.4], [0.1, 2.9, 3.1], [1.1, 1.9, 0.8], [2.5, 5.4, 2.5], [1.0, 3.1, 2.4], [5.0, -2.8, -4.9], [0.3, -0.7, -0.9], [0.3, -0.1, 2.0], [2.4, -4.5, 5.3], [-0.5, 0.2, -1.7], [1.8, 0.3, -1.1], [-3.7, 1.4, -1.7], [-1.8, 0.7, 0.9], [-2.7, 0.0, 0.3], [-0.8, -0.2, -0.2], [2.2, 0.0, -2.5], [1.8, 0.3, 0.3], [0.3, -0.5, 0.7], [3.5, 0.7, 0.4], [-2.0, 0.6, 1.3], [1.6, 0.0, 1.6], [-3.0, -1.0, -0.1], [0.4, -1.5, 0.8], [-0.1, 0.1, 0.4], [-0.2, 0.8, -1.6], [-2.3, 0.1, -1.5], [-6.6, 0.9, -5.3], [-0.5, 1.1, 0.2], [1.1, 0.5, 0.1], [-2.2, -2.3, -1.9], [1.7, -0.9, 7.2], [3.7, 0.8, 2.9], [-0.8, -0.5, 0.9], [-1.8, 1.5, -0.6], [-2.1, 1.2, 0.2], [2.2, -1.6, 1.6], [-5.5, -1.7, -2.1], [0.0, 0.9, 0.0], [-0.6, 0.7, -0.4], [0.0, -0.2, -0.4], [0.9, 1.5, -1.1], [-0.1, 0.5, 0.6], [0.0, -0.8, 2.0], [-0.5, -2.3, 0.8], [-3.1, -1.0, 1.4], [0.0, -0.6, 0.3], [0.4, 0.1, -0.6], [1.0, 0.5, 0.9], [-0.3, -0.1, 0.4], [-0.4, 0.4, -0.7], [-1.8, 0.9, -1.0], [0.0, 2.1, 0.7], [-0.2, -0.5, -0.3], [-0.2, -0.7, 0.5], [-0.1, 0.1, -0.4], [0.0, -0.4, -0.1], [0.0, 0.9, -0.4], [4.7, -1.1, 3.3], [-0.1, -0.9, 0.6], [-0.4, -0.6, 1.3], [0.2, -0.2, 0.0], [0.1, 0.3, -0.5], [0.1, 0.1, 0.0], [0.1, -0.3, -0.1], [-0.4, 0.0, -1.0], [-3.2, -0.4, -0.9], [-0.2, 0.1, -0.1], [-3.0, 0.1, -0.8], [0.1, 1.0, 0.1], [0.4, -1.0, -0.6], [-0.8, -2.9, -0.9], [-0.1, 0.5, 0.4], [-0.1, -0.5, -1.7], [-0.2, 0.0, -0.5], [-0.5, 1.4, -0.6], [-0.7, -0.4, 1.1], [2.3, -2.3, 0.5], [1.6, -0.3, 5.2], [-3.5, -2.3, -3.6], [0.4, 0.5, 1.2], [-0.2, -0.1, 0.1], [-0.5, -0.2, -0.6], [-3.9, -3.1, 0.2], [-1.4, 0.2, 0.2], [-0.3, 0.0, 0.2], [0.5, 0.7, 0.1], [0.2, -0.3, 0.0], [0.4, 0.0, -0.4], [0.4, 0.5, -1.1], [-0.1, -0.1, 1.5], [-0.8, -1.6, -0.8]], "de_lowest_ev": 40.9298, "multiplicity": 1}

no.,HOMO (eV)
1,-8.7
2,-6.5